[1]
Density functional theory data (ωB97M-V/def2-TZVPD) for the molecule C6H11N at a distorted geometry.

The total energy comes out at -289.97154 Ha. The calculation puts the orbital gap at 12.245 eV. The structure (SMILES) is CC(C)[C@@H](C)C#N. For the HOMO energy, the calculation gives -0.41636 hartree.

The geometry in ORCA input format:
```
! wB97M-V def2-TZVPD RIJCOSX def2/J DEFGRID3
* xyz 0 1
C -1.847 0.636 0.098
C -0.656 -0.319 0.040
C -0.352 -0.739 -1.398
C 0.573 0.288 0.759
C 1.778 -0.664 0.821
C 0.965 1.561 0.128
N 1.262 2.550 -0.395
H -2.092 0.907 1.132
H -2.733 0.172 -0.349
H -1.635 1.559 -0.454
H -0.904 -1.221 0.618
H -1.249 -1.165 -1.859
H 0.438 -1.495 -1.446
H -0.041 0.122 -2.001
H 0.261 0.528 1.784
H 2.464 -0.374 1.622
H 1.433 -1.684 1.018
H 2.336 -0.663 -0.118
*
```

[2]
Density functional theory data (ωB97M-V/def2-TZVPD) for a structure of composition C17H23NO2 at a distorted geometry.

The total energy comes out at -866.33906 Ha. The calculation puts the orbital gap at 7.360 eV. For the HOMO energy, the calculation gives -0.27772 hartree.

The geometry in ORCA input format:
```
! wB97M-V def2-TZVPD RIJCOSX def2/J DEFGRID3
* xyz 0 1
C -0.587 5.170 0.167
C 0.583 4.713 0.981
H 1.535 5.308 0.826
H 0.347 4.912 2.021
O 0.961 3.522 0.531
C 1.921 3.083 1.511
O 2.400 3.787 2.436
C 2.425 1.544 1.125
C 1.277 0.627 1.535
C 0.016 0.600 0.525
N 0.731 0.243 -0.610
C -0.330 0.100 -1.712
C -1.298 -1.203 -1.673
C -0.677 -2.320 -0.728
C -1.280 -3.555 -0.666
C -2.706 -3.783 -0.889
C -3.350 -5.075 -0.771
C -2.539 -6.000 0.026
C -1.110 -5.910 0.412
C -0.656 -4.508 0.279
H 0.433 -4.269 0.425
H -0.594 -6.416 1.165
H -2.849 -7.063 0.303
H -4.229 -5.279 -0.878
H -2.950 -3.232 -1.629
H 0.273 -2.243 -0.398
H -2.339 -1.229 -2.038
H -1.104 0.785 -1.627
H -0.122 0.124 -2.623
C 1.441 1.259 -1.160
C 2.831 1.244 -0.232
H 3.495 2.094 -0.696
H 3.231 0.291 -0.269
H 1.797 1.064 -2.280
H 1.021 2.323 -1.275
H -0.589 -0.228 0.984
H -0.323 1.570 0.406
H 0.655 0.878 2.803
H 1.618 -0.414 1.679
H 3.275 1.392 2.016
H -0.992 6.211 0.354
H -0.268 5.215 -0.681
H -1.380 4.668 0.324
*
```